#A
{"formula": "C4H7F", "method": "wB97M-V/def2-TZVPD", "smiles": "C/C=C(/C)F", "orbital_gap_ha": 0.36404, "total_charge": 0, "elements": ["F", "C", "C", "C", "C", "H", "H", "H", "H", "H", "H", "H"], "positions_angstrom": [[1.2071, -1.1776, -0.3731], [0.3413, -0.1680, -0.5637], [0.4427, 0.3687, -1.9350], [-0.6350, -0.4116, 1.9095], [-0.2560, 0.2845, 0.5556], [0.4070, -0.8706, 2.0426], [1.5555, 0.7736, -2.1597], [-1.4053, -1.0347, 2.6966], [-1.1994, 0.7858, 0.2797], [-0.7496, 0.4987, 2.5182], [0.3511, -0.2518, -2.7439], [-0.0596, 1.2030, -2.2267]]}

#B
{"formula": "C4H7F", "method": "wB97M-V/def2-TZVPD", "smiles": "C=C[C@@H](C)F", "orbital_gap_ha": 0.42099, "total_charge": 0, "elements": ["F", "C", "C", "C", "C", "H", "H", "H", "H", "H", "H", "H"], "positions_angstrom": [[0.0377, -1.7778, -0.5822], [-0.4569, -0.5438, -0.1915], [1.2498, -0.1271, 1.7277], [-0.8749, 0.3746, -1.3906], [0.6675, 0.3097, 0.6328], [-1.5033, 1.1761, -0.9991], [2.0918, 0.3021, 2.2112], [-0.0461, 0.9426, -1.8804], [-1.5185, -0.1229, -2.1401], [0.9506, 1.2651, 0.1132], [0.7107, -1.0217, 2.1319], [-1.3082, -0.7769, 0.3670]]}

What should be chosen as the least stable of them? Choose #A.

#A
{"formula": "CH8N5", "method": "wB97M-V/def2-TZVPD", "orbital_gap_ha": 0.35470, "total_charge": 1, "elements": ["N", "N", "N", "N", "N", "C", "H", "H", "H", "H", "H", "H", "H", "H"], "positions_angstrom": [[-0.7825, 0.0493, 0.5657], [2.5913, -0.6782, 0.0063], [-2.8989, -0.5901, 0.1072], [0.6738, 1.8187, -0.1324], [0.3585, 0.6173, 0.0487], [-1.8443, 0.0811, -0.1917], [-3.7029, -0.6416, -0.4758], [-2.8437, -1.2217, 0.9211], [1.5856, -0.1517, -0.1764], [2.8028, -0.4489, 0.9668], [-1.8406, 0.6952, -1.1923], [3.4592, -0.4453, -0.6022], [0.0417, 2.5908, 0.2438], [2.3999, -1.6750, -0.0888]]}

#B
{"formula": "CH8N5", "method": "wB97M-V/def2-TZVPD", "orbital_gap_ha": 0.35269, "total_charge": 1, "elements": ["N", "N", "N", "N", "N", "C", "H", "H", "H", "H", "H", "H", "H", "H"], "positions_angstrom": [[0.4417, 1.3089, -0.9358], [-2.2727, -1.4533, 1.3940], [2.3335, 0.7610, 0.7933], [-0.9278, 0.0570, 0.1765], [-0.7155, 0.8456, -0.7954], [-1.8175, -0.6490, 0.6505], [3.2717, 0.9259, 0.4448], [-3.1565, -1.8984, 1.5438], [1.2950, 1.0784, -0.2406], [2.2747, -0.2121, 1.0823], [0.5580, 1.9369, -1.7255], [-1.6122, -2.0909, -2.3632], [-1.8828, -1.9505, -1.6425], [2.2103, 1.3405, 1.6177]]}

What should be chosen as the least stable of them? Choose #B.

#A
{"formula": "C3H6", "method": "wB97M-V/def2-TZVPD", "smiles": "C1CC1", "orbital_gap_ha": 0.42116, "total_charge": 0, "elements": ["C", "C", "C", "H", "H", "H", "H", "H", "H"], "positions_angstrom": [[0.2789, 0.4754, 0.7134], [0.5395, 0.0118, -0.6728], [-0.7712, -0.4365, -0.0467], [0.4641, 0.7667, -1.5049], [-0.1201, 1.4365, 1.0121], [0.8052, -0.1132, 1.4078], [-0.8406, -1.4663, 0.2969], [1.3077, -0.7160, -0.8350], [-1.6634, 0.0417, -0.3708]]}

#B
{"formula": "C3H6", "method": "wB97M-V/def2-TZVPD", "smiles": "C1CC1", "orbital_gap_ha": 0.42652, "total_charge": 0, "elements": ["C", "C", "C", "H", "H", "H", "H", "H", "H"], "positions_angstrom": [[0.1307, 0.8433, 0.3865], [0.3793, -0.1673, -0.6877], [-0.5406, -0.4510, 0.4530], [0.1643, -0.1523, -1.7504], [-0.4801, 1.6847, 0.1024], [0.8946, 0.8986, 1.0932], [-0.1748, -1.4167, 0.9948], [-1.5912, -0.5526, 0.1701], [1.2178, -0.6868, -0.7619]]}

What should be chosen as the least stable of them? Choose #B.

#A
{"formula": "C3H6", "method": "wB97M-V/def2-TZVPD", "smiles": "C1CC1", "orbital_gap_ha": 0.43431, "total_charge": 0, "elements": ["C", "C", "C", "H", "H", "H", "H", "H", "H"], "positions_angstrom": [[0.8596, -0.2561, -0.0178], [-0.6306, -0.5803, -0.0093], [-0.2156, 0.8077, 0.0065], [-0.3796, 1.4349, -0.8977], [-0.1996, 1.3354, 0.9325], [-1.1955, -0.9322, -0.8689], [1.4174, -0.3886, -0.9742], [-1.0673, -0.8850, 0.9723], [1.3444, -0.3921, 0.9595]]}

#B
{"formula": "C3H6", "method": "wB97M-V/def2-TZVPD", "smiles": "C1CC1", "orbital_gap_ha": 0.42871, "total_charge": 0, "elements": ["C", "C", "C", "H", "H", "H", "H", "H", "H"], "positions_angstrom": [[0.3838, -0.6906, 0.1478], [0.4732, 0.7015, -0.1278], [-0.8703, 0.0859, -0.0433], [-1.4309, -0.1694, -0.8765], [0.6436, -1.4722, -0.5082], [0.9862, 0.7695, -1.1031], [-1.3967, 0.1960, 0.7881], [0.3483, -1.2651, 1.1837], [0.9295, 1.3606, 0.6561]]}

What should be chosen as the least stable of them? Choose #B.